DFT (the ωB97M-V functional and the def2-TZVPD basis) results for a structure of composition C5H10O2.

Positions of all 17 atoms, in Å:
H (2.251, 0.742, -1.718)
O (-0.892, -0.877, 1.339)
H (0.567, -2.086, 0.426)
H (2.848, 1.946, -0.539)
H (-2.198, 1.753, -0.346)
H (2.863, 0.212, -0.124)
H (-2.011, -2.022, -1.411)
H (1.203, -0.854, 1.580)
C (-2.179, 0.961, 0.393)
H (-3.036, 0.822, 1.042)
H (-2.266, -1.353, -1.210)
C (2.307, 1.004, -0.650)
H (0.164, -0.292, -1.245)
C (-1.110, 0.186, 0.491)
C (0.444, -1.074, 0.822)
C (0.225, 0.061, -0.202)
O (1.026, 1.197, -0.098)

The molar mass is 102.13 g/mol. As for the HOMO energy: -8.87 eV. The value obtained for the frontier orbital gap is 9.835 eV. The maximum force is 0.009 Eh/bohr.



DFT (the ωB97M-V functional and the def2-TZVPD basis) results for the molecule C5H10O2.

Positions of all 17 atoms, in Å:
H (0.716, -1.794, 1.063)
C (0.531, 0.332, 0.580)
C (-1.001, 0.170, 0.720)
C (-0.939, -1.090, -0.167)
H (-1.093, -0.813, -1.216)
O (1.493, -1.603, -0.786)
H (1.066, 0.576, 1.505)
C (0.567, -1.169, 0.175)
H (1.938, 1.050, -0.934)
H (-1.257, -0.085, 1.758)
H (1.791, -0.821, -1.277)
C (0.949, 1.300, -0.525)
H (0.229, 1.333, -1.349)
H (1.029, 2.315, -0.128)
O (-1.762, 1.267, 0.271)
H (-1.578, -1.941, 0.092)
H (-2.680, 0.973, 0.218)

Its SMILES is C[C@@H]1[C@H](O)C[C@@H]1O. The molar mass is 102.13 g/mol. As for the HOMO energy: -9.86 eV. The value obtained for the frontier orbital gap is 10.682 eV. The maximum force is 0.008 Eh/bohr.



DFT (the ωB97M-V functional and the def2-TZVPD basis) results for a cluster of 3 separate species, C5H10O2 in total.

Positions of all 17 atoms, in Å:
H (-2.021, 2.369, 0.751)
H (-0.732, -1.512, 1.565)
O (1.728, -1.705, -0.395)
C (0.559, -0.029, -0.850)
H (-0.915, 1.017, -1.937)
H (-0.240, -2.095, -1.054)
C (0.631, -1.470, -1.293)
H (1.439, -0.305, 1.162)
H (-2.228, 0.510, 0.885)
H (0.909, -1.623, -2.344)
C (-0.134, 1.049, -1.181)
O (-0.939, 1.407, 2.164)
H (0.071, 2.009, -0.713)
H (2.629, 0.187, -0.084)
H (-0.710, -0.885, 1.969)
C (-1.735, 1.428, 1.260)
C (1.689, -0.351, 0.095)

Its SMILES is C=C1COC1.[H][H].C=O. The molar mass is 102.13 g/mol. As for the HOMO energy: -9.46 eV. The value obtained for the frontier orbital gap is 10.184 eV. The maximum force is 0.010 Eh/bohr.



Repeat the third record exactly.
DFT (the ωB97M-V functional and the def2-TZVPD basis) results for a cluster of 3 separate species, C5H10O2 in total.

Positions of all 17 atoms, in Å:
H (-2.021, 2.369, 0.751)
H (-0.732, -1.512, 1.565)
O (1.728, -1.705, -0.395)
C (0.559, -0.029, -0.850)
H (-0.915, 1.017, -1.937)
H (-0.240, -2.095, -1.054)
C (0.631, -1.470, -1.293)
H (1.439, -0.305, 1.162)
H (-2.228, 0.510, 0.885)
H (0.909, -1.623, -2.344)
C (-0.134, 1.049, -1.181)
O (-0.939, 1.407, 2.164)
H (0.071, 2.009, -0.713)
H (2.629, 0.187, -0.084)
H (-0.710, -0.885, 1.969)
C (-1.735, 1.428, 1.260)
C (1.689, -0.351, 0.095)

Its SMILES is C=C1COC1.[H][H].C=O. The molar mass is 102.13 g/mol. As for the HOMO energy: -9.46 eV. The value obtained for the frontier orbital gap is 10.184 eV. The maximum force is 0.010 Eh/bohr.